No. 1
The following is a DFT calculation (the ωB97M-V functional and the def2-TZVPD basis) of a structure of composition C68H50BrF3NP3SiTl.

Element x y z (Å)
1 Tl -1.351038 -1.116348 0.581855
2 C 1.282087 6.668276 3.993080
3 C 2.166702 5.602345 4.000008
4 C 2.003787 4.563273 3.093794
5 C 0.966435 4.576063 2.165016
6 C 0.069190 5.645127 2.184253
7 C 0.230565 6.685202 3.085048
8 P 0.831209 3.105926 1.073546
9 C -1.000878 2.975089 1.026723
10 C -1.599990 2.177814 1.998993
11 C -2.984422 2.055438 2.065257
12 C -3.781978 2.737237 1.157194
13 C -3.191236 3.545670 0.193630
14 C -1.811073 3.663430 0.129496
15 C 1.231034 3.737298 -0.616550
16 C 1.207250 5.101484 -0.893289
17 C 1.543969 5.600065 -2.144769
18 C 1.906428 4.723851 -3.148924
19 C 1.953105 3.361036 -2.885356
20 C 1.657616 2.836101 -1.626213
21 Si 1.582416 0.958161 -1.364156
22 C 2.028541 -0.071920 -2.877410
23 C 3.095122 0.340505 -3.687271
24 C 3.548594 -0.414132 -4.754696
25 C 2.950719 -1.633441 -5.032784
26 C 1.917208 -2.079989 -4.229100
27 C 1.447370 -1.320670 -3.151873
28 P 0.069703 -2.050390 -2.150358
29 C -1.409606 -1.866103 -3.188399
30 C -1.434740 -1.137292 -4.372314
31 C -2.621023 -1.003455 -5.083197
32 C -3.782971 -1.608224 -4.629137
33 C -3.764968 -2.341941 -3.448846
34 C -2.589085 -2.455069 -2.724636
35 C 0.479066 -3.825904 -2.271929
36 C 1.469366 -4.297004 -1.407467
37 C 1.840236 -5.631722 -1.426888
38 C 1.211573 -6.514590 -2.295583
39 C 0.223053 -6.055258 -3.152720
40 C -0.141162 -4.714664 -3.145817
41 C 2.858455 0.324683 -0.121537
42 C 4.140680 0.614410 -0.616719
43 C 5.296831 0.083696 -0.076062
44 C 5.206238 -0.795704 0.992521
45 C 3.964625 -1.048407 1.545081
46 C 2.797997 -0.474277 1.029940
47 P 1.286142 -0.617545 2.055310
48 C 1.738700 0.362245 3.522662
49 C 2.947798 1.022151 3.702009
50 C 3.234898 1.629953 4.918922
51 C 2.310779 1.609528 5.951355
52 C 1.080842 0.991414 5.764353
53 C 0.799996 0.372844 4.557785
54 C 1.407980 -2.337876 2.686353
55 C 1.907423 -2.684622 3.940249
56 C 1.944630 -4.015605 4.336260
57 C 1.497570 -5.015934 3.483894
58 C 1.012994 -4.683618 2.226276
59 C 0.963816 -3.354083 1.839255
60 H 1.401628 7.479669 4.698990
61 H 2.979803 5.572856 4.713907
62 H 2.683612 3.723204 3.111225
63 H -0.776641 5.662025 1.507846
64 H -0.472202 7.508278 3.086029
65 H -0.974277 1.660583 2.719191
66 H -3.436697 1.435058 2.829690
67 H -4.859939 2.649316 1.203473
68 H -3.810466 4.085245 -0.512774
69 H -1.365705 4.280714 -0.642891
70 H 0.920974 5.800073 -0.119780
71 H 1.512133 6.666412 -2.327020
72 H 2.160197 5.089149 -4.135751
73 H 2.206298 2.702041 -3.702007
74 H 3.606134 1.270878 -3.481403
75 H 4.369522 -0.051304 -5.359415
76 H 3.294527 -2.241060 -5.859399
77 H 1.472671 -3.042661 -4.439641
78 H -0.529928 -0.668402 -4.740406
79 H -2.633812 -0.429506 -6.001059
80 H -4.702071 -1.502894 -5.190970
81 H -4.668900 -2.818698 -3.091190
82 H -2.575544 -3.030416 -1.803574
83 H 1.972463 -3.605337 -0.737574
84 H 2.620930 -5.982752 -0.764136
85 H 1.494292 -7.558956 -2.305195
86 H -0.264340 -6.739937 -3.834477
87 H -0.909462 -4.363018 -3.822354
88 H 4.244771 1.283938 -1.463770
89 H 6.258879 0.341963 -0.498525
90 H 6.092019 -1.255419 1.410281
91 H 3.895426 -1.687304 2.417286
92 H 3.677507 1.055220 2.904017
93 H 4.187443 2.126364 5.053649
94 H 2.541166 2.083408 6.896272
95 H 0.345271 0.987721 6.558029
96 H -0.156691 -0.122487 4.421262
97 H 2.267375 -1.918203 4.615053
98 H 2.334734 -4.269989 5.313461
99 H 1.532015 -6.051236 3.797081
100 H 0.666600 -5.452832 1.547087
101 H 0.587463 -3.115907 0.846904
102 Br -3.835292 -3.762883 0.856994
103 C -2.984944 -3.993623 2.552674
104 C -3.280121 -5.135574 3.279951
105 C -2.647200 -5.284852 4.501859
106 C -1.762305 -4.305835 4.930331
107 C -1.546412 -3.212960 4.113108
108 N -2.152383 -3.051681 2.932430
109 H -3.974903 -5.868950 2.899234
110 H -2.843646 -6.157741 5.110020
111 H -1.245838 -4.388582 5.875903
112 H -0.850725 -2.435039 4.400339
113 F -6.592139 1.198309 -5.026744
114 C -6.294165 2.210780 -4.185933
115 F -7.311548 2.300370 -3.313870
116 F -6.280710 3.336765 -4.910553
117 C -4.985123 1.957852 -3.489688
118 C -4.946416 1.007501 -2.477990
119 C -3.745340 0.703391 -1.870961
120 C -2.580110 1.355410 -2.273873
121 C -2.627612 2.326055 -3.273668
122 C -3.833981 2.622322 -3.886442
123 C -1.322364 1.042237 -1.671212
124 C -0.241598 0.808131 -1.168746
125 H -5.855387 0.503733 -2.176378
126 H -3.695014 -0.040005 -1.086326
127 H -1.719043 2.837206 -3.565662
128 H -3.881417 3.367281 -4.668279

Cartesian forces, eV/Å:
Tl -0.28 0.02 0.16
C 0.00 0.00 0.00
C 0.01 0.00 0.00
C 0.05 0.05 -0.06
C 0.11 -0.09 0.09
C -0.08 -0.03 0.02
C 0.01 0.01 0.00
P -0.20 -0.07 -0.13
C 0.04 0.12 0.00
C -0.05 -0.05 0.00
C 0.07 -0.03 -0.02
C -0.01 0.06 -0.03
C -0.08 -0.02 0.04
C -0.05 -0.04 -0.08
C 0.37 0.05 0.02
C -0.01 0.01 -0.02
C -0.02 -0.02 0.01
C 0.02 0.00 -0.01
C -0.09 -0.04 -0.01
C -0.11 0.00 0.09
Si -0.05 0.27 0.31
C 0.03 0.03 -0.03
C -0.03 -0.03 -0.05
C -0.02 -0.04 -0.01
C 0.02 0.04 0.02
C -0.01 0.07 0.05
C -0.23 -0.09 -0.24
P 0.54 -0.03 0.18
C -0.02 -0.01 -0.01
C -0.01 0.03 0.03
C 0.00 0.02 -0.02
C -0.01 0.02 0.01
C 0.02 0.02 0.01
C 0.04 -0.03 -0.04
C -0.14 -0.03 0.07
C 0.05 0.03 -0.13
C 0.04 0.01 0.01
C 0.00 -0.01 0.01
C -0.01 0.02 -0.02
C 0.01 -0.05 0.08
C 0.17 0.07 0.17
C -0.04 0.10 -0.06
C 0.01 -0.04 0.05
C -0.02 0.02 -0.03
C -0.03 -0.05 0.00
C -0.06 -0.02 0.01
P 0.22 -0.07 -0.42
C -0.29 -0.09 0.17
C 0.07 -0.05 0.05
C -0.02 0.03 -0.06
C -0.03 0.03 0.00
C -0.02 0.00 0.01
C 0.04 0.06 -0.02
C 0.04 0.03 -0.03
C -0.02 -0.04 0.01
C 0.03 0.00 -0.01
C 0.01 0.01 0.01
C -0.02 0.01 -0.01
C -0.01 0.05 0.00
H 0.00 0.00 0.00
H 0.00 0.00 0.00
H 0.06 -0.04 0.00
H 0.01 -0.01 0.00
H 0.00 0.00 0.00
H 0.01 -0.02 0.03
H 0.00 0.01 0.00
H 0.00 -0.01 0.00
H 0.00 -0.02 -0.01
H 0.01 0.00 0.02
H 0.02 0.00 0.02
H 0.01 0.00 0.00
H -0.01 0.01 0.00
H 0.02 -0.05 -0.03
H -0.02 0.02 -0.01
H 0.01 -0.02 0.00
H -0.01 0.00 -0.01
H -0.02 -0.03 -0.01
H -0.01 -0.01 0.00
H 0.00 0.00 0.00
H 0.00 -0.01 0.01
H 0.00 0.00 0.00
H -0.02 -0.01 0.00
H 0.00 -0.06 -0.05
H 0.00 -0.01 0.01
H 0.00 0.00 0.00
H 0.00 0.00 0.00
H -0.01 0.00 -0.01
H 0.00 -0.03 0.02
H 0.00 0.00 0.00
H 0.01 0.01 0.00
H 0.02 0.00 -0.01
H 0.00 0.00 0.01
H 0.00 0.00 0.00
H 0.00 0.01 0.00
H 0.00 0.00 0.00
H -0.02 0.00 0.00
H 0.00 0.02 0.00
H 0.00 -0.01 0.00
H 0.00 0.00 0.00
H 0.01 0.00 0.00
H 0.02 0.01 0.09
Br 0.01 -0.01 0.05
C 0.02 -0.02 -0.01
C 0.00 -0.02 -0.01
C -0.01 0.00 -0.01
C -0.02 0.00 0.00
C -0.05 0.02 0.00
N -0.02 0.02 -0.03
H 0.00 0.00 0.00
H 0.00 0.00 0.00
H 0.01 0.01 0.00
H -0.01 0.00 0.01
F 0.01 0.02 0.00
C -0.02 -0.03 -0.02
F 0.01 0.01 0.01
F 0.02 0.00 0.01
C 0.00 0.04 -0.01
C -0.04 -0.01 0.01
C 0.09 0.03 -0.04
C -0.04 -0.05 0.07
C -0.05 -0.01 -0.02
C 0.02 -0.02 0.01
C 0.00 0.02 0.08
C 0.11 0.07 -0.33
H 0.00 0.00 0.01
H -0.08 -0.01 -0.01
H 0.00 0.00 0.00
H 0.01 0.00 0.00

## Properties
relative energy (zero: lowest compared OMol25 entry of this formula, charge and spin)	0.0	kcal per mole
multiplicity	1
E_tot	-191447.1197	eV
total charge	+1
largest force on an atom	0.01111	Eh/bohr
HOMO-LUMO gap	0.299	Eh

These are the Mulliken partial charges, in e, on atoms 1 to 2:
1 Tl 1.80
2 C -0.65

=====

No. 2
The following is a DFT calculation (the ωB97M-V functional and the def2-TZVPD basis) of a structure of composition C27H32Cl2LuN2O4 at a distorted geometry.

Element x y z (Å)
1 Lu 1.511375 -0.662985 0.154062
2 Cl 3.315789 -1.784233 1.271436
3 N -0.281351 -2.052603 -0.600755
4 N 1.532394 1.740144 0.124352
5 C -0.081962 -2.716059 -1.721778
6 C 2.236637 2.370482 -0.794668
7 C -1.725947 -2.215333 -0.239902
8 C -2.271022 -3.085186 -1.365772
9 C -2.408716 -0.860451 -0.218435
10 C -1.848622 -2.940182 1.087852
11 H -2.210759 -0.330126 -1.160921
12 H -2.039260 -0.262248 0.620981
13 H -3.494448 -0.992510 -0.107953
14 H -1.323351 -3.901372 1.024766
15 H -2.912595 -3.115734 1.304865
16 H -1.417338 -2.347255 1.899963
17 C 0.737462 2.779637 0.861007
18 C 1.211218 4.088752 0.238129
19 C 1.066333 2.723656 2.342134
20 C -0.739721 2.564075 0.597704
21 H -0.927842 2.552748 -0.484291
22 H -1.324190 3.377997 1.047874
23 H -1.060418 1.613527 1.034412
24 H 2.151284 2.812601 2.478857
25 H 0.719201 1.782498 2.778925
26 H 0.570386 3.557065 2.857843
27 O 2.105309 3.682794 -0.850978
28 H 1.799434 4.716871 0.920282
29 H 0.416348 4.693319 -0.215387
30 O -1.129535 -3.313426 -2.253503
31 H -3.054874 -2.607382 -1.965112
32 H -2.613914 -4.072739 -1.034381
33 C 1.204127 -2.734221 -2.474953
34 C 3.115225 1.708857 -1.800252
35 C 2.225572 0.847658 -2.649535
36 H 3.838576 1.096273 -1.233087
37 H 3.664529 2.466039 -2.365239
38 C 1.779586 -0.348562 -2.137687
39 C 1.330807 -1.332439 -2.992194
40 H 1.847817 -1.402888 2.750085
41 C 0.875421 -0.971872 -4.283053
42 C 1.058774 0.343537 -4.705314
43 C 0.196616 -1.988784 -5.144306
44 C 1.750712 1.262701 -3.914898
45 H 0.685236 0.650247 -5.686149
46 C 1.993571 2.661371 -4.383558
47 H 1.379115 2.875145 -5.263250
48 H 3.045318 2.811095 -4.662448
49 H 1.753378 3.398560 -3.606750
50 H 0.899636 -2.763727 -5.477142
51 H -0.227643 -1.513876 -6.033987
52 H -0.613010 -2.498473 -4.605600
53 H 1.172399 -3.502525 -3.253529
54 H 2.003761 -2.987492 -1.756509
55 Cl -3.974190 0.141406 7.278818
56 C -2.834441 -0.147150 6.030735
57 C -2.952868 0.531875 4.809392
58 C -2.003000 0.328171 3.809541
59 C -0.927831 -0.541167 4.052984
60 C -0.814757 -1.232674 5.267112
61 C -1.791608 -1.061459 6.244852
62 C 0.113677 -0.729091 3.073165
63 O 1.194051 -1.346197 3.507566
64 O 0.068860 -0.353013 1.850910
65 H -3.785455 1.213798 4.660244
66 H -2.069252 0.836282 2.851543
67 H 0.029848 -1.895021 5.435346
68 H -1.739864 -1.618723 7.175537

Cartesian forces, eV/Å:
Lu -2.49 0.85 2.15
Cl 1.03 -0.46 -0.11
N 0.39 -1.26 -1.95
N 1.20 1.14 -1.54
C -0.50 1.07 2.21
C -1.29 -1.02 1.85
C 0.42 0.19 0.36
C 0.08 -0.39 -0.74
C -0.10 0.30 0.03
C 0.00 0.03 0.23
H -0.08 -0.05 0.14
H -0.06 -0.19 -0.14
H 0.22 0.06 0.01
H -0.14 0.10 0.09
H 0.26 -0.02 0.02
H -0.04 -0.01 0.01
C 0.09 -0.55 0.10
C 0.48 0.38 -0.55
C -0.01 -0.05 0.18
C -0.32 -0.12 -0.06
H -0.03 0.01 0.14
H 0.09 -0.18 -0.06
H 0.09 0.18 -0.05
H -0.17 -0.01 0.06
H 0.04 0.10 0.00
H 0.09 -0.16 -0.02
O 0.01 0.74 0.08
H -0.12 -0.21 -0.15
H 0.13 -0.21 0.14
O -0.55 -0.49 -0.29
H 0.19 -0.06 0.13
H 0.07 0.25 -0.03
C -0.49 -0.56 0.59
C 0.00 0.42 0.64
C -1.05 0.16 -1.76
H -0.24 0.13 -0.43
H -0.12 -0.11 0.09
C 1.73 -0.99 0.83
C -0.52 1.18 -1.72
H -0.90 -0.12 1.52
C 0.49 -0.38 0.57
C -0.05 0.00 0.15
C -0.18 -0.18 -0.41
C 0.62 -0.23 0.48
H 0.04 -0.05 0.27
C 0.08 0.35 -0.34
H 0.11 0.07 0.08
H -0.14 0.04 0.01
H 0.03 -0.12 -0.18
H -0.11 0.09 -0.01
H 0.03 -0.12 0.06
H 0.15 0.12 -0.16
H -0.01 0.20 0.14
H -0.16 0.20 -0.44
Cl -0.83 0.18 0.83
C 0.29 -0.09 -0.65
C 0.64 -0.19 -0.62
C -2.15 0.83 0.58
C 3.84 -0.48 -3.88
C -1.00 -0.56 2.65
C 1.01 -0.06 -0.78
C -4.66 1.04 4.03
O 3.57 -1.66 -0.63
O 1.27 0.74 -3.89
H 0.07 -0.02 -0.02
H -0.11 0.04 0.16
H -0.26 0.07 0.00
H 0.01 0.09 -0.02

## Properties
relative energy (zero: lowest compared OMol25 entry of this formula, charge and spin)	15.9	kcal per mole
multiplicity	1
E_tot	-98357.0620	eV
total charge	-1
largest force on an atom	0.12148	Eh/bohr
HOMO-LUMO gap (alpha / beta)	0.077 / 0.074	Eh

These are the natural (NBO) partial charges, in e, on atoms 1 to 2:
1 Lu 1.76
2 Cl -0.59